Below is an isolated ion of composition C4H8ClN2 and charge +1 at a distorted geometry, with properties calculated with the ωB97M-V functional and the def2-TZVPD basis.

The structure (SMILES) is ClC[C@H]1C=NC[NH2+]1. As for the total charge: +1. As for the calculated total energy: -726.60445 a.u. Its energy above the lowest of the compared OMol25 structures with the same formula, charge and spin is 233.5 kJ/mol. The calculation puts the largest force on an atom at 0.076 hartree/bohr. Its HOMO energy is -15.258 eV. Its orbital gap is 11.81 eV.

Each line ends with the Mulliken charge.
Positions of all 15 atoms, in Å:
Cl -2.80413 0.23959 0.00430  -0.180
C 1.25096 1.24848 -0.28149  -0.501
H -1.90359 -2.03476 0.08747  0.410
H 0.17946 1.32962 1.43708  0.293
C -0.04928 -0.57515 0.46969  -0.038
H -0.90327 1.43196 0.10444  0.342
H 1.38151 -2.01849 -0.40628  0.363
N -0.03974 0.93407 0.56267  -0.157
H 0.96965 1.78138 -1.15131  0.366
C -1.59668 -1.08719 -0.25878  -0.483
H 0.09291 -1.07091 1.41234  0.360
N 1.87483 0.03471 -0.70555  -0.387
H -1.55105 -1.05216 -1.35861  0.332
C 1.19479 -0.91267 -0.30425  -0.096
H 1.90363 1.75153 0.38827  0.375

Cartesian forces, eV/Å:
0.225 -0.793 0.367
0.012 -0.383 -0.108
-0.399 -0.770 0.729
-0.386 0.253 1.677
-3.106 -0.650 -1.078
1.441 -1.425 1.279
0.289 1.312 -0.274
0.224 -0.346 -3.363
-0.209 1.037 -0.603
2.448 3.019 -0.382
-0.666 0.174 0.799
0.605 1.021 -0.124
0.625 -0.457 0.540
-1.689 -2.854 0.312
0.586 0.861 0.229